A cluster of 10 separate species, C31H89N13O10 in total at a distorted geometry. Source: the OMol25 dataset; level of theory: wB97M-V/def2-TZVPD.

XYZ file:
```
143
Properties=species:S:1:pos:R:3:forces:R:3:lowdin_charge:R:1
C -1.1523 -1.0446 -3.9317 -0.2 -0.4 0.0 -0.05
C -1.0137 0.4609 -3.9908 -0.1 1.9 -0.3 -0.40
C -1.0608 1.1411 -5.4210 0.7 0.1 1.3 -0.18
O 0.1670 0.9702 -6.1044 1.1 0.8 0.0 -0.18
C 1.1771 2.0166 -5.8397 -0.1 -0.9 -1.1 -0.07
N -2.1111 0.9661 -3.1437 -0.5 -0.7 -0.5 0.04
H -0.4475 -1.6657 -4.4844 -0.1 0.4 -0.4 0.07
H -2.1847 -1.2610 -4.2065 0.0 -0.3 -0.6 0.08
H -1.1146 -1.4409 -2.9170 0.3 0.4 0.4 0.06
H -0.1042 0.8245 -3.5126 0.4 -0.3 -0.1 0.12
H -1.2096 2.2203 -5.3858 -0.2 0.3 0.9 0.11
H -1.9613 0.8359 -5.9539 0.4 -0.8 -0.6 0.12
H 1.9640 1.8851 -6.5824 -0.2 -0.3 -0.2 0.08
H 1.7413 1.9921 -4.9073 -0.7 -0.5 0.6 0.07
H 0.8452 3.0412 -6.0075 -0.7 -0.1 0.1 0.06
H -2.4067 1.9145 -3.3264 0.6 0.5 0.0 0.08
H -2.9100 0.4632 -3.5029 -0.7 -0.3 0.5 0.06
C -2.2106 -1.6276 0.5447 0.4 -0.3 0.2 -0.05
C -1.4659 -0.3329 0.8398 0.3 -0.7 0.8 -0.44
C 0.0563 -0.3720 0.8784 0.0 -1.3 1.3 -0.21
O 0.5763 0.7776 1.5381 -0.1 -0.6 -0.7 -0.22
C 0.4671 0.7989 2.9760 0.2 1.1 -1.5 -0.06
N -1.8084 0.6437 -0.1372 -0.5 0.7 -0.1 0.06
H -3.2835 -1.4366 0.5651 0.0 0.0 -0.1 0.06
H -1.9836 -2.4324 1.2438 0.1 0.1 0.4 0.07
H -1.9411 -2.0348 -0.4298 0.0 0.2 -0.3 0.06
H -1.7733 0.0394 1.8171 -0.2 -0.1 0.3 0.12
H 0.4345 -0.4688 -0.1393 0.2 0.5 0.0 0.11
H 0.4672 -1.2255 1.4177 -0.2 -0.5 0.1 0.11
H 1.1209 1.6627 3.0960 -0.2 -0.1 1.2 0.09
H 0.8416 -0.0830 3.4959 0.1 -0.2 -0.3 0.08
H -0.5612 1.0147 3.2660 0.1 0.0 0.3 0.07
H -1.7161 0.1935 -1.0366 -0.2 0.5 -0.7 0.04
H -1.0388 1.2900 -0.0368 -0.2 0.9 -0.6 0.07
C 0.5529 6.9092 -5.7919 -0.2 -1.2 0.6 -0.05
C -0.2331 6.3043 -4.5919 1.8 1.2 -1.5 -0.46
C 0.5622 5.2968 -3.8313 -1.0 -0.6 0.2 -0.20
O -0.4097 4.7151 -2.9727 -0.3 -0.9 0.9 -0.20
C 0.0719 3.7388 -2.0642 0.2 0.4 0.6 -0.11
N -0.5385 7.4166 -3.7134 -0.3 -0.6 0.2 0.05
H 0.9741 6.0764 -6.3551 -0.5 0.0 -0.8 0.06
H 1.4505 7.4694 -5.5301 -0.4 0.3 0.5 0.08
H -0.1725 7.5357 -6.3110 0.5 -0.1 -0.5 0.08
H -1.1145 5.7747 -4.9537 -0.2 0.0 -0.2 0.14
H 1.3305 5.8072 -3.2506 0.5 -0.3 -0.1 0.14
H 0.8498 4.4622 -4.4707 0.9 0.4 -0.2 0.10
H -0.6877 3.0037 -1.7982 -0.3 0.2 -0.3 0.07
H 0.3745 4.2202 -1.1342 0.0 0.2 0.3 0.08
H 0.9608 3.1853 -2.3667 0.1 0.0 -0.7 0.07
H -0.8869 6.9248 -2.9030 -0.5 0.6 0.6 0.06
H -1.3089 7.8990 -4.1539 -0.2 0.4 0.3 0.08
C 6.1485 1.3487 8.0219 -0.1 0.8 0.9 -0.08
C 6.6093 1.8657 6.6589 -0.6 -1.7 0.2 -0.44
C 5.3690 2.1436 5.7537 0.5 0.4 0.7 -0.18
O 4.6455 0.9650 5.3716 1.6 1.1 0.8 -0.19
C 3.8500 1.0818 4.2252 0.3 -0.3 0.6 -0.13
N 7.4318 3.0247 6.9185 0.5 1.0 -0.1 0.03
H 5.6718 0.3710 8.0924 -0.1 0.1 -0.5 0.08
H 5.5121 2.1310 8.4358 -0.6 -0.2 0.0 0.08
H 6.9358 1.3618 8.7757 0.5 -0.3 -0.3 0.07
H 7.2386 1.0714 6.2575 -0.2 -0.2 -0.8 0.13
H 5.7021 2.7872 4.9394 0.0 -0.4 -0.7 0.12
H 4.6943 2.7858 6.3198 -0.2 0.1 0.3 0.12
H 3.3468 0.1216 4.3387 -0.6 0.2 -1.1 0.09
H 4.4632 1.2000 3.3319 0.0 -0.4 -0.3 0.08
H 3.1779 1.9399 4.2342 -0.3 0.0 0.3 0.08
H 7.6914 3.5920 6.1243 -0.7 0.1 -0.6 0.07
H 8.3561 2.7088 7.1755 0.0 -0.3 0.7 0.08
C 3.9816 -3.8608 -4.2431 -0.1 -0.1 1.7 -0.04
C 2.8439 -4.6751 -3.5121 -0.2 -0.2 -1.0 -0.39
C 1.5213 -3.8704 -3.4639 0.7 0.3 -0.9 -0.23
O 0.5424 -4.4715 -2.6548 -0.3 0.8 0.2 -0.17
C 0.7318 -4.1138 -1.3047 0.8 -0.9 0.8 -0.11
N 2.7740 -5.9726 -4.2287 -0.2 1.0 -0.8 0.03
H 4.1669 -2.8998 -3.7632 -0.1 0.0 0.3 0.05
H 3.8324 -3.5717 -5.2834 -0.5 -0.7 -0.1 0.08
H 4.9046 -4.4305 -4.1357 0.0 0.0 -0.3 0.08
H 3.0433 -5.0636 -2.5134 0.7 1.1 0.5 0.13
H 1.0997 -3.6935 -4.4533 -0.1 -0.7 -0.4 0.12
H 1.6952 -2.8353 -3.1700 0.2 0.0 0.6 0.09
H 1.4418 -3.3211 -1.0688 -0.1 0.6 -0.7 0.08
H 1.2514 -4.9526 -0.8413 -0.5 -0.4 0.6 0.09
H -0.1972 -3.8588 -0.7949 -0.2 -0.2 -0.1 0.06
H 1.9543 -6.5165 -3.9999 -0.2 0.0 0.5 0.06
H 2.5917 -5.6395 -5.1646 0.1 -0.6 -0.7 0.06
C -3.4820 -4.9143 -0.6630 -1.1 0.6 -0.7 -0.02
C -4.1420 -5.8291 0.3698 3.6 1.5 -0.2 -0.35
C -5.4492 -6.5141 -0.0468 -2.8 0.0 -0.8 -0.11
O -6.3425 -5.5192 -0.6174 0.8 -1.9 2.2 -0.07
C -7.3325 -4.9590 0.2846 -0.2 1.3 -0.3 -0.03
N -3.1672 -6.8048 0.7534 -1.8 -0.8 -1.3 0.25
H -2.4606 -4.5533 -0.5433 0.0 -0.3 0.9 0.08
H -4.1266 -4.0355 -0.6822 0.2 0.1 -0.5 0.09
H -3.4658 -5.3748 -1.6508 -0.3 -0.1 -0.1 0.11
H -4.3775 -5.1552 1.1935 -0.5 -0.3 0.6 0.17
H -5.8240 -7.0524 0.8238 -0.5 0.5 0.3 0.14
H -5.3286 -7.3237 -0.7666 0.5 0.5 -0.6 0.15
H -7.2754 -5.1208 1.3610 0.9 -0.6 -0.1 0.10
H -8.3595 -5.2202 0.0293 0.2 -0.6 -0.6 0.11
H -7.3056 -3.8798 0.1338 0.2 0.1 -0.1 0.09
H -3.5738 -7.7033 0.9714 0.0 -0.4 1.2 0.13
H -2.5726 -7.0222 -0.0335 1.0 0.4 0.0 0.14
C 3.0427 -0.7116 -1.9183 -0.3 -0.3 0.0 -0.06
C 3.5626 -0.2142 -0.5201 -1.0 0.1 -1.7 -0.31
C 3.0766 1.3070 -0.3110 0.8 -0.7 0.4 -0.21
O 3.8316 2.1142 -1.1592 1.6 1.4 -1.0 -0.20
C 3.7228 3.5488 -0.9127 -1.2 -1.2 0.6 -0.06
N 3.0722 -1.1879 0.4994 -0.3 1.3 0.0 0.05
H 3.2595 -0.1396 -2.8205 0.5 0.5 0.4 0.08
H 1.9579 -0.8159 -1.9404 -0.4 0.5 0.5 0.05
H 3.2934 -1.7410 -2.1745 0.8 -0.1 0.5 0.03
H 4.6512 -0.2508 -0.4801 0.0 0.6 -0.3 0.13
H 3.2539 1.6124 0.7202 0.1 -0.2 0.5 0.11
H 2.0306 1.5506 -0.4968 -0.5 -0.8 -0.1 0.11
H 4.0957 3.8375 0.0700 0.2 -0.3 0.2 0.08
H 2.6498 3.7399 -0.9002 -0.1 0.5 0.0 0.05
H 4.1959 4.2183 -1.6311 0.2 -0.8 -0.4 0.09
H 2.7457 -0.5564 1.2168 -0.5 -0.3 0.6 0.03
H 3.8433 -1.6692 0.9398 0.3 -0.1 -0.2 0.07
C -5.5634 0.1014 -0.4963 1.3 1.6 -4.1 -0.75
O -5.4391 0.2824 -1.7387 0.5 -0.3 2.3 -0.01
N -6.5778 -0.5139 -0.0068 -5.0 -3.4 1.8 0.14
N -4.7773 0.5181 0.4776 2.5 1.5 0.7 0.16
H -6.7572 -0.5178 0.9871 -0.1 0.0 -0.3 0.11
H -7.3019 -0.9075 -0.5906 0.3 0.4 -0.1 0.12
H -3.9181 0.9630 0.1878 0.4 0.1 0.2 0.08
H -4.9051 0.3069 1.4570 -0.1 0.1 -0.4 0.11
C -2.1620 -1.3099 5.1456 -1.1 5.3 1.6 -0.76
O -2.4976 -0.1345 5.3098 -0.1 0.4 -0.5 0.01
N -3.0692 -2.1846 4.7781 -1.0 -2.6 -1.2 0.17
N -0.9654 -1.6967 5.4767 3.4 -3.5 -0.2 0.18
H -2.7298 -3.0934 4.4971 -0.7 0.0 -0.1 0.10
H -3.9312 -1.7926 4.4267 0.3 -0.3 0.1 0.12
H -0.7302 -2.6319 5.1762 0.3 0.0 0.3 0.10
H -0.1586 -1.2124 5.8434 -0.9 0.8 -0.1 0.13
C -2.6884 4.0023 6.1880 -0.2 -3.1 -1.6 -0.79
O -2.7395 3.5560 7.2822 -0.1 -0.1 3.4 0.08
N -3.0035 5.1756 5.7180 -0.8 4.2 -0.1 0.15
N -2.4641 3.1947 5.1376 1.3 -2.2 -2.2 0.14
H -3.3376 5.8390 6.4024 0.4 0.3 -0.4 0.12
H -2.4326 5.4406 4.9281 -0.5 0.7 0.3 0.11
H -2.5152 3.5167 4.1817 -0.1 -0.1 0.4 0.09
H -2.2329 2.2197 5.2646 -0.1 0.1 0.3 0.07
```
Positions in Å, forces in eV/Å.

total charge = +1
lowest unoccupied orbital energy (spin up / spin down) = -3.09 / -9.00 eV
energy = -73422.016 eV
E_HOMO (spin up / spin down) = -10.534 / -10.534 eV
<S²> = 0.757
spin multiplicity = 2
ΔE to the lowest compared entry with this formula, charge and spin = 26.5 kcal/mol